84
Properties=species:S:1:pos:R:3:lowdin_spin:R:1 method="wB97M-V/def2-TZVPD" largest_force_ev_per_a=0.97 homo_lumo_gap_ev="5.03 / 7.22" lumo_energy_ev="-1.3 / -1.2" multiplicity=3
W 0.904 0.244 -0.686 0.893
Br -1.664 4.818 -6.043 0.000
C -1.145 3.892 -4.478 0.001
C -0.423 4.570 -3.494 0.003
C -0.045 3.932 -2.333 0.001
C -0.375 2.586 -2.153 0.007
O -0.120 1.961 -1.032 0.026
C -1.071 1.896 -3.163 0.002
C -1.403 0.530 -2.960 0.007
N -0.905 -0.251 -2.061 -0.004
C -1.394 -1.570 -2.022 0.000
C -1.923 -2.261 -3.088 0.000
C -2.426 -3.561 -2.918 0.000
C -2.383 -4.185 -1.703 0.000
C -1.797 -3.531 -0.602 0.002
C -1.641 -4.128 0.664 0.000
C -1.000 -3.437 1.652 0.001
C -0.501 -2.156 1.377 0.003
N -0.658 -1.558 0.226 0.026
C -1.299 -2.219 -0.767 0.003
C -1.478 2.570 -4.325 0.001
H -0.160 5.607 -3.652 0.000
H 0.529 4.435 -1.565 0.000
H -2.175 0.135 -3.616 0.000
H -1.944 -1.828 -4.078 0.000
H -2.843 -4.069 -3.777 0.000
H -2.765 -5.190 -1.577 0.000
H -2.010 -5.133 0.825 0.000
H -0.835 -3.863 2.632 0.000
H 0.056 -1.615 2.129 0.000
H -2.036 2.049 -5.093 0.000
O 2.173 3.902 0.489 0.000
C 1.868 2.753 0.695 0.004
O 2.128 1.754 -0.106 0.027
C 1.151 2.361 1.989 0.002
P -0.366 1.443 1.566 0.002
C -1.608 2.682 1.088 0.000
C -2.843 2.214 0.645 0.000
C -3.819 3.101 0.221 0.000
C -3.565 4.466 0.230 0.000
C -2.335 4.935 0.664 0.000
C -1.355 4.049 1.091 0.000
C -1.015 0.850 3.162 -0.001
C -1.920 -0.210 3.184 0.000
C -2.491 -0.628 4.376 0.000
C -2.162 0.008 5.563 0.000
C -1.272 1.072 5.552 0.000
C -0.705 1.495 4.359 0.000
H 1.002 3.246 2.605 0.000
H 1.783 1.648 2.523 0.000
H -3.041 1.147 0.620 0.000
H -4.774 2.727 -0.123 0.000
H -4.323 5.160 -0.107 0.000
H -2.127 5.997 0.662 0.000
H -0.387 4.434 1.388 0.000
H -2.204 -0.698 2.263 0.000
H -3.195 -1.450 4.374 0.000
H -2.602 -0.320 6.495 0.000
H -1.019 1.579 6.474 0.000
H -0.018 2.330 4.369 0.000
O 1.276 -1.524 -1.502 0.134
C 1.925 -2.604 -1.107 0.366
C 2.528 -2.750 0.147 0.035
C 3.189 -3.943 0.500 0.115
C 3.774 -4.056 1.739 0.004
C 3.755 -3.026 2.675 0.123
C 3.110 -1.848 2.341 -0.007
C 2.492 -1.697 1.105 0.092
O 1.813 -0.573 0.871 0.066
N 4.434 -5.310 2.087 -0.004
O 4.555 -6.149 1.221 -0.010
O 4.839 -5.441 3.222 -0.003
H 2.006 -3.391 -1.850 0.019
H 3.241 -4.770 -0.195 0.004
H 4.236 -3.160 3.631 0.007
H 3.073 -1.018 3.035 -0.003
C 3.317 -0.517 -4.018 0.000
S 3.199 0.645 -2.674 0.006
O 3.650 -0.045 -1.481 0.022
O 3.837 1.861 -3.056 0.007
O 1.667 0.833 -2.529 0.019
H 4.296 -0.984 -3.933 0.000
H 3.228 0.009 -4.965 0.000
H 2.531 -1.259 -3.900 0.000